# 1
A 2-piece molecular cluster, C5H12NO overall. Source: the OMol25 dataset; level of theory: ωB97M-V with the def2-TZVPD basis set.

The value obtained for the HOMO energy (spin up / spin down) is -9.27 / -9.25 eV. For the lowest unoccupied orbital energy (spin up / spin down), the calculation gives 1.0 / -1.6 eV. Its orbital gap (spin up / spin down) is 0.37704 / 0.28142 hartree. Its net charge is 0. The spin multiplicity is 2.

CARTESIAN COORDINATES (ANGSTROEM)
C1 0.6127 -1.7716 1.8948
C2 -0.7072 -2.4849 1.9368
C3 -1.8739 -1.9261 1.6582
H1 1.3931 -2.4198 1.4992
H2 0.5357 -0.8698 1.2830
H3 0.9179 -1.4835 2.9066
H4 -0.6901 -3.5259 2.2535
H5 -2.8106 -2.4619 1.6409
H6 -1.8828 -0.8724 1.3984
C4 0.2958 1.7727 -0.4853
O1 -0.2525 0.8438 0.3316
C5 0.3772 1.3447 -1.9659
N1 0.8181 2.4340 -2.8044
H7 -0.2203 2.7442 -0.4274
H8 1.3241 1.9981 -0.1540
H9 1.0740 0.5101 -2.0447
H10 -0.6043 0.9609 -2.2525
H11 1.5918 2.2349 -3.4119
H12 0.1013 2.9726 -3.2568

For each atom in turn, the natural (NBO) charge in e is: atom 1 (C): -0.657, atom 2 (C): -0.166, atom 3 (C): -0.410, atom 4 (H): 0.209, atom 5 (H): 0.232, atom 6 (H): 0.214, atom 7 (H): 0.186, atom 8 (H): 0.195, atom 9 (H): 0.197, atom 10 (C): -0.148, atom 11 (O): -0.282, atom 12 (C): -0.244, atom 13 (N): -0.867, atom 14 (H): 0.197, atom 15 (H): 0.228, atom 16 (H): 0.192, atom 17 (H): 0.181, atom 18 (H): 0.374, atom 19 (H): 0.370

***

# 2
An isolated ion of composition C5H12NO and charge +1. Source: the OMol25 dataset; level of theory: ωB97M-V with the def2-TZVPD basis set.

The value obtained for the HOMO energy is -14.09 eV. For the lowest unoccupied orbital energy, the calculation gives -7.5 eV. Its orbital gap is 0.24204 hartree. Its net charge is +1.

CARTESIAN COORDINATES (ANGSTROEM)
C1 -0.1456 -0.4771 -2.5420
O1 1.1406 0.1492 -2.7021
C2 -0.3588 -0.8822 -1.0446
C3 0.0299 0.2885 -0.1340
C4 0.3129 -0.0624 1.6025
C5 0.8335 1.0810 2.2818
N1 -1.0732 -0.5009 2.1530
H1 -1.0048 0.2747 -2.7866
H2 -0.2584 -1.3595 -3.1788
H3 1.0292 0.9285 -3.3448
H4 0.3379 -1.6658 -0.8454
H5 -1.3546 -1.3095 -0.7332
H6 1.0655 0.5627 -0.3545
H7 -0.6410 1.0881 -0.3770
H8 1.7718 1.2111 2.5826
H9 0.1212 1.7173 2.7600
H10 0.9515 -0.9210 1.6579
H11 -1.9509 0.0065 1.8970
H12 -0.8067 -0.1293 3.1082

For each atom in turn, the natural (NBO) charge in e is: atom 1 (C): -0.051, atom 2 (O): -0.734, atom 3 (C): -0.457, atom 4 (C): -0.232, atom 5 (C): -0.206, atom 6 (C): 0.148, atom 7 (N): -0.715, atom 8 (H): 0.170, atom 9 (H): 0.210, atom 10 (H): 0.496, atom 11 (H): 0.219, atom 12 (H): 0.240, atom 13 (H): 0.237, atom 14 (H): 0.226, atom 15 (H): 0.204, atom 16 (H): 0.206, atom 17 (H): 0.286, atom 18 (H): 0.398, atom 19 (H): 0.358

***

# 3
A 2-piece molecular cluster, C5H12NO overall. Source: the OMol25 dataset; level of theory: ωB97M-V with the def2-TZVPD basis set.

The value obtained for the HOMO energy is -14.38 eV. For the lowest unoccupied orbital energy, the calculation gives -5.6 eV. Its orbital gap is 0.32292 hartree. Its net charge is +1.

CARTESIAN COORDINATES (ANGSTROEM)
C1 0.9766 -0.8935 -0.6634
C2 0.8607 -0.4116 0.7794
C3 0.6942 1.0875 0.9221
C4 1.6041 1.9351 1.3707
C5 -1.7134 0.9631 0.3181
N1 -0.7382 1.4263 1.0358
H1 0.1415 -0.3588 -1.1195
H2 0.8548 -1.9960 -0.8046
H3 1.9370 -0.7446 -1.0850
H4 1.8039 -0.6757 1.3545
H5 0.1251 -0.9811 1.3295
H6 2.6409 1.5939 1.4827
H7 1.3302 2.8436 1.8931
H8 -2.7000 1.2026 0.6427
H9 -1.4635 0.0048 -0.1369
H10 -1.0701 2.0244 1.8074
H11 -2.1806 -3.0009 -3.1450
H12 -1.0961 -1.9186 -3.1330
O1 -2.0071 -2.1005 -2.8486

For each atom in turn, the natural (NBO) charge in e is: atom 1 (C): -0.603, atom 2 (C): -0.469, atom 3 (C): 0.109, atom 4 (C): -0.288, atom 5 (C): 0.117, atom 6 (N): -0.395, atom 7 (H): 0.182, atom 8 (H): 0.239, atom 9 (H): 0.236, atom 10 (H): 0.247, atom 11 (H): 0.234, atom 12 (H): 0.249, atom 13 (H): 0.227, atom 14 (H): 0.234, atom 15 (H): 0.238, atom 16 (H): 0.443, atom 17 (H): 0.483, atom 18 (H): 0.469, atom 19 (O): -0.950

***

Sequential energy relative to the best compared isomer or geometry (same formula, charge and spin) output: 28.7 119.5 53.9 kcal/mol
Sequential DFT total energy output: -327.5813 -327.2691 -327.3736 a.u.